Molecular formula: C5H8O
Method: DFT, ωB97M-V with the def2-TZVPD basis set

The geometry in XYZ format:
```
14
Properties=species:S:1:pos:R:3:nbo_charge:R:1
C -1.892 -0.605 -1.323 -0.670
C -0.552 -0.056 -1.554 0.025
C 0.535 -0.012 -1.021 -0.051
C 1.066 -0.452 0.286 -0.476
C 1.311 0.680 1.283 -0.054
O 0.266 1.625 1.283 -0.714
H -1.736 -1.065 -0.320 0.221
H -2.679 0.145 -1.234 0.235
H -2.182 -1.394 -2.019 0.233
H 0.194 -1.038 0.655 0.206
H 1.921 -1.128 0.211 0.231
H 1.326 0.240 2.286 0.183
H 2.287 1.155 1.104 0.159
H 0.134 1.903 0.365 0.473
```

Its orbital gap is 10.22 eV. The HOMO energy is -9.488 eV. The charge is 0. The value obtained for the LUMO energy is 0.73 eV. For the electronic energy, the calculation gives -270.4344 Ha. As for the energy relative to the best compared isomer or geometry (same formula, charge and spin): 77.5 kcal/mol. The value obtained for the largest force on an atom is 0.014 hartree/bohr.

Molecular formula: C14H24INO4P
Method: DFT, ωB97M-V with the def2-TZVPD basis set

The geometry in XYZ format:
```
45
Properties=species:S:1:pos:R:3:nbo_charge:R:1
C -2.006 -0.939 1.526 -0.244
C -1.115 -0.201 1.243 0.014
C -0.072 0.710 0.802 -0.567
C 1.342 0.102 0.634 0.140
I 2.106 -0.116 2.691 -0.033
N 2.077 1.074 -0.122 -0.609
C 1.971 0.835 -1.476 -0.249
C 1.340 -0.491 -1.715 -0.533
P -0.402 -0.464 -2.395 0.764
C -0.644 1.091 -3.357 -0.735
C -1.862 1.891 -2.840 -0.615
C -0.630 -1.888 -3.544 -0.707
C -2.091 -2.341 -3.465 -0.603
C 1.567 -1.100 -0.305 -0.290
C 1.059 -2.477 0.042 -0.088
O -0.285 -2.687 -0.314 -0.272
O -0.759 -3.877 0.315 -0.449
H -2.666 -1.767 1.622 0.226
H -0.385 1.194 -0.123 0.241
H 0.008 1.504 1.543 0.263
H 2.548 1.867 0.267 0.415
H 2.329 1.484 -2.250 0.204
H 1.970 -1.111 -2.358 0.225
H -0.749 0.876 -4.419 0.209
H 0.249 1.703 -3.237 0.232
H -2.530 2.104 -3.671 0.196
H -1.548 2.843 -2.425 0.205
H -2.380 1.311 -2.083 0.223
H -0.445 -1.546 -4.565 0.198
H 0.042 -2.714 -3.330 0.222
H -2.290 -3.166 -4.143 0.194
H -2.726 -1.495 -3.717 0.197
H -2.317 -2.605 -2.436 0.224
H 2.651 -1.199 -0.251 0.230
H 1.259 -2.667 1.101 0.187
H 1.667 -3.198 -0.520 0.170
H -0.385 -3.869 1.209 0.450
O 1.495 2.229 7.171 -0.614
C 0.737 3.031 6.538 0.044
C 0.293 2.311 4.997 0.024
O -0.453 3.106 4.336 -0.605
H 1.159 4.004 6.208 0.122
H -0.265 3.252 6.962 0.124
H -0.145 1.334 5.297 0.129
H 1.279 2.062 4.558 0.140
```

Its orbital gap is 2.25 eV. The HOMO energy is -1.298 eV. The charge is -1. The value obtained for the LUMO energy is 0.95 eV. For the electronic energy, the calculation gives -1542.2002 Ha. The value obtained for the largest force on an atom is 0.063 hartree/bohr.

Molecular formula: C54H162N27O9P9
Method: DFT, ωB97M-V with the def2-TZVPD basis set

The geometry in XYZ format:
```
261
Properties=species:S:1:pos:R:3:lowdin_spin:R:1
O 5.823 5.057 3.812 0.000
P 4.830 4.161 3.205 0.000
N 5.158 2.497 3.180 0.000
C 6.333 1.999 3.811 0.000
C 4.419 1.538 2.373 0.000
N 4.387 4.560 1.545 0.000
C 3.961 5.961 1.375 0.000
C 5.267 4.089 0.392 0.000
N 3.292 4.209 4.048 0.000
C 3.265 4.679 5.465 0.000
C 2.179 3.411 3.609 0.000
H 6.559 2.260 4.845 0.000
H 7.194 2.243 3.190 0.000
H 6.225 0.916 3.742 0.000
H 5.074 0.891 1.790 0.000
H 3.819 2.053 1.622 0.000
H 3.797 0.872 2.972 0.000
H 3.443 6.355 2.250 0.000
H 4.799 6.597 1.090 0.000
H 3.292 6.073 0.521 0.000
H 4.564 3.848 -0.405 0.000
H 5.838 4.980 0.132 0.000
H 5.954 3.265 0.584 0.000
H 4.211 4.362 5.904 0.000
H 3.162 5.764 5.465 0.000
H 2.500 4.149 6.032 0.000
H 2.073 2.412 4.030 0.000
H 2.357 3.181 2.558 0.000
H 1.213 3.850 3.859 0.000
O 0.333 -5.001 4.755 0.000
P -1.044 -5.030 5.341 0.000
N -1.417 -3.541 5.975 0.000
C -2.726 -3.169 6.557 0.000
C -0.516 -2.321 5.784 0.000
N -1.271 -6.176 6.631 0.000
C -0.551 -5.869 7.855 0.000
C -1.494 -7.554 6.273 0.000
N -2.366 -5.237 4.181 0.000
C -3.773 -5.582 4.519 0.000
C -2.042 -5.532 2.745 0.000
H -3.320 -2.636 5.814 0.000
H -2.680 -2.419 7.346 0.000
H -3.321 -4.028 6.867 0.000
H -0.603 -1.543 6.543 0.000
H -0.537 -1.888 4.783 0.000
H 0.523 -2.648 5.792 0.000
H -0.475 -4.782 7.877 0.000
H -1.091 -6.162 8.756 0.000
H 0.448 -6.304 7.867 0.000
H -1.693 -8.245 7.093 0.000
H -2.361 -7.500 5.614 0.000
H -0.625 -7.931 5.735 0.000
H -3.838 -6.619 4.849 0.000
H -4.186 -4.860 5.224 0.000
H -4.464 -5.609 3.677 0.000
H -2.435 -6.539 2.609 0.000
H -0.989 -5.460 2.473 0.000
H -2.640 -4.872 2.116 0.000
O 1.112 -3.808 -3.866 0.001
P 0.039 -4.225 -4.800 0.000
N -1.493 -3.479 -4.478 0.000
C -1.873 -2.091 -4.861 0.000
C -2.295 -3.947 -3.335 0.000
N -0.226 -5.908 -4.666 0.000
C 0.991 -6.807 -4.456 0.000
C -1.348 -6.515 -5.360 0.000
N 0.308 -3.811 -6.489 0.000
C -0.664 -4.123 -7.535 0.000
C 1.509 -3.145 -6.880 0.000
H -2.940 -1.877 -4.918 0.000
H -1.485 -1.892 -5.859 0.000
H -1.398 -1.379 -4.186 0.000
H -3.286 -4.222 -3.696 0.000
H -2.144 -3.216 -2.541 0.000
H -1.927 -4.928 -3.035 0.000
H 1.608 -6.634 -5.338 0.000
H 1.518 -6.500 -3.552 0.000
H 0.762 -7.865 -4.333 0.000
H -1.090 -7.041 -6.279 0.000
H -1.877 -7.289 -4.803 0.000
H -2.093 -5.773 -5.646 0.000
H -1.702 -4.103 -7.204 0.000
H -0.580 -3.402 -8.348 0.000
H -0.349 -5.042 -8.029 0.000
H 1.723 -2.322 -6.198 0.000
H 1.458 -2.705 -7.875 0.000
H 2.345 -3.839 -6.978 0.000
O -0.631 3.946 7.563 0.000
P -1.682 4.667 6.899 0.000
N -2.291 4.029 5.396 0.000
C -1.381 3.237 4.512 0.000
C -3.501 4.473 4.588 0.000
N -1.176 6.278 6.444 0.000
C -0.266 6.398 5.278 0.000
C -0.988 7.279 7.510 0.000
N -3.102 4.917 7.784 0.000
C -4.135 5.908 7.503 0.000
C -3.426 3.936 8.873 0.000
H -1.985 2.374 4.231 0.000
H -0.478 2.953 5.051 0.000
H -1.132 3.822 3.627 0.000
H -3.684 3.766 3.779 0.000
H -3.414 5.530 4.333 0.000
H -4.371 4.262 5.211 0.000
H -0.025 7.460 5.226 0.000
H 0.600 5.768 5.484 0.000
H -0.700 5.970 4.375 0.000
H -1.599 7.022 8.374 0.000
H 0.016 7.154 7.917 0.000
H -1.138 8.318 7.215 0.000
H -4.965 5.298 7.147 0.000
H -4.371 6.307 8.489 0.000
H -3.688 6.571 6.763 0.000
H -4.439 3.987 9.274 0.000
H -2.696 4.192 9.641 0.000
H -3.250 2.939 8.469 0.000
O 0.640 1.131 1.561 0.004
P -0.101 0.569 0.434 0.002
N -1.799 0.470 0.656 -0.002
C -2.188 -0.254 1.863 0.003
C -2.404 1.785 0.586 0.000
N 0.489 -1.106 0.181 0.594
C -0.133 -2.111 -0.768 0.052
C 1.893 -1.465 0.499 0.049
N 0.279 1.303 -1.102 0.157
C 1.047 2.528 -1.211 0.018
C -0.440 0.970 -2.329 0.014
H -1.528 -0.043 2.704 0.000
H -2.230 -1.313 1.609 0.000
H -3.183 0.039 2.197 0.001
H -3.445 1.779 0.907 0.000
H -2.413 2.055 -0.470 0.000
H -1.844 2.445 1.248 0.000
H 0.176 -3.145 -0.619 0.009
H -1.220 -2.073 -0.843 0.003
H 0.246 -1.935 -1.775 0.030
H 2.088 -1.066 1.495 0.006
H 1.947 -2.552 0.559 0.007
H 2.585 -1.159 -0.285 0.024
H 1.875 2.459 -0.505 0.004
H 1.492 2.657 -2.198 0.000
H 0.478 3.410 -0.916 0.009
H -0.433 1.769 -3.070 0.002
H -1.448 0.648 -2.068 0.003
H -0.079 0.078 -2.842 0.006
O -5.447 -1.695 4.807 0.000
P -6.072 -0.347 5.069 0.000
N -7.452 -0.568 6.006 0.000
C -7.306 -0.866 7.406 0.000
C -8.727 -1.029 5.479 0.000
N -6.629 0.487 3.680 0.000
C -7.767 1.431 3.712 0.000
C -6.099 0.137 2.330 0.000
N -5.135 0.869 5.821 0.000
C -5.656 2.024 6.430 0.000
C -3.657 0.770 5.681 0.000
H -6.331 -0.556 7.780 0.000
H -7.353 -1.932 7.631 0.000
H -8.130 -0.360 7.909 0.000
H -9.324 -1.611 6.181 0.000
H -8.739 -1.790 4.699 0.000
H -9.371 -0.206 5.167 0.000
H -7.649 2.249 3.001 0.000
H -8.692 0.949 3.393 0.000
H -7.966 1.877 4.686 0.000
H -5.830 1.049 1.797 0.000
H -5.200 -0.473 2.421 0.000
H -6.822 -0.417 1.733 0.000
H -5.954 2.809 5.735 0.000
H -6.606 1.784 6.908 0.000
H -4.969 2.420 7.177 0.000
H -3.129 1.345 6.442 0.000
H -3.400 0.934 4.634 0.000
H -3.378 -0.268 5.867 0.000
O 6.268 -6.350 -2.697 0.000
P 6.159 -5.052 -3.408 0.000
N 5.480 -3.734 -2.590 0.000
C 5.418 -2.375 -3.138 0.000
C 4.314 -4.107 -1.755 0.000
N 5.267 -5.120 -4.785 0.000
C 5.532 -4.326 -5.964 0.000
C 4.203 -6.126 -4.874 0.000
N 7.724 -4.433 -3.854 0.000
C 8.533 -5.063 -4.927 0.000
C 8.594 -3.903 -2.789 0.000
H 6.198 -2.261 -3.890 0.000
H 5.629 -1.812 -2.229 0.000
H 4.410 -2.074 -3.427 0.000
H 4.399 -4.987 -1.117 0.000
H 3.462 -4.167 -2.431 0.000
H 4.128 -3.359 -0.983 0.000
H 4.721 -3.718 -6.363 0.000
H 6.309 -3.591 -5.751 0.000
H 6.048 -4.974 -6.673 0.000
H 4.679 -7.098 -4.743 0.000
H 3.472 -5.993 -4.077 0.000
H 3.648 -6.111 -5.812 0.000
H 7.903 -5.381 -5.758 0.000
H 9.301 -4.410 -5.339 0.000
H 8.940 -5.960 -4.459 0.000
H 9.366 -3.328 -3.301 0.000
H 9.082 -4.685 -2.207 0.000
H 8.093 -3.268 -2.060 0.000
O -2.954 4.543 -4.008 0.000
P -3.372 3.663 -5.153 0.000
N -4.688 4.200 -6.077 0.000
C -5.667 5.185 -5.513 0.000
C -5.209 3.467 -7.203 0.000
N -3.933 2.183 -4.595 0.000
C -3.781 1.026 -5.441 0.000
C -4.501 1.952 -3.287 0.000
N -2.110 3.212 -6.282 0.000
C -0.823 2.648 -5.769 0.000
C -1.795 4.087 -7.400 0.000
H -6.218 5.707 -6.295 0.000
H -5.290 5.949 -4.832 0.000
H -6.426 4.718 -4.886 0.000
H -5.814 4.206 -7.729 0.000
H -5.779 2.608 -6.850 0.000
H -4.493 3.054 -7.912 0.000
H -4.180 1.097 -6.453 0.000
H -2.746 0.688 -5.475 0.000
H -4.402 0.194 -5.106 0.000
H -4.629 2.865 -2.705 0.000
H -5.421 1.369 -3.233 0.000
H -3.774 1.432 -2.665 0.000
H -1.066 1.814 -5.111 0.000
H -0.184 2.200 -6.530 0.000
H -0.278 3.417 -5.222 0.000
H -1.972 3.527 -8.318 0.000
H -0.736 4.339 -7.458 0.000
H -2.365 5.016 -7.431 0.000
O 6.535 0.589 -4.272 0.000
P 5.242 1.084 -4.776 0.000
N 4.743 0.284 -6.287 0.000
C 5.354 0.674 -7.499 0.000
C 4.320 -1.118 -6.321 0.000
N 5.024 2.754 -5.032 0.000
C 6.206 3.692 -5.161 0.000
C 3.766 3.452 -5.020 0.000
N 4.050 0.802 -3.662 0.001
C 2.630 0.506 -3.911 0.000
C 4.364 0.895 -2.244 0.001
H 5.595 1.736 -7.549 0.000
H 4.756 0.692 -8.410 0.000
H 6.289 0.119 -7.576 0.000
H 3.540 -1.277 -7.066 0.000
H 3.915 -1.453 -5.366 0.000
H 5.208 -1.713 -6.536 0.000
H 5.841 4.632 -5.576 0.000
H 6.730 3.706 -4.205 0.000
H 6.903 3.292 -5.897 0.000
H 3.521 3.534 -3.961 0.000
H 3.882 4.410 -5.527 0.000
H 3.012 2.926 -5.605 0.000
H 2.007 1.171 -3.312 0.000
H 2.332 0.645 -4.950 0.000
H 2.325 -0.464 -3.519 0.000
H 3.557 0.524 -1.611 0.001
H 4.294 1.958 -2.014 0.000
H 5.295 0.416 -1.942 0.000
```

Its orbital gap (alpha / beta) is 7.64 / 2.92 eV. The HOMO energy (alpha / beta) is -9.454 / -9.454 eV. The charge is +1. The value obtained for the LUMO energy (alpha / beta) is -1.82 / -6.54 eV. For the electronic energy, the calculation gives -7382.3276 Ha. As for the multiplicity: 2. Its expectation value of S² is 0.76. As for the energy relative to the best compared isomer or geometry (same formula, charge and spin): 10.4 kcal/mol. The value obtained for the largest force on an atom is 0.114 hartree/bohr.

Molecular formula: C24H38ClGaN4O6
Method: DFT, ωB97M-V with the def2-TZVPD basis set

The geometry in XYZ format:
```
74
Properties=species:S:1:pos:R:3:mulliken_charge:R:1
O -0.349 2.521 -1.497 -0.351
C 0.879 2.517 -1.265 -0.375
C 1.905 1.976 -2.100 1.181
C 1.364 1.268 -3.148 -0.330
H 0.459 0.724 -2.985 0.799
C 1.955 1.243 -4.382 -1.146
H 1.458 0.668 -5.132 0.501
C 3.157 1.950 -4.561 -0.546
H 3.622 1.939 -5.549 0.371
C 3.743 2.639 -3.482 -0.815
H 4.665 3.148 -3.670 0.444
C 3.111 2.657 -2.230 -0.270
H 3.577 3.109 -1.377 0.470
H 1.311 2.917 -0.231 -0.069
C 1.992 1.773 2.078 -1.717
C 1.981 0.623 1.104 1.911
H 3.030 2.142 2.279 0.406
H 1.724 1.179 2.953 0.501
H 1.336 2.651 1.867 0.162
C 3.102 0.452 0.354 -0.653
C 4.344 0.112 1.116 -1.844
H 3.327 0.369 -0.749 0.433
H 5.289 0.447 0.675 0.463
H 4.363 -0.976 1.012 0.321
H 4.350 0.359 2.205 0.324
Ga 0.904 -0.809 1.434 0.722
Cl 2.409 -1.939 2.620 -0.434
C -0.726 -2.972 2.224 -0.263
O -0.847 -1.734 2.152 -0.546
N -1.636 -3.822 2.666 0.336
C -2.912 -3.369 3.154 -0.897
C -1.344 -5.234 2.681 -0.945
H 0.225 -3.364 1.919 0.486
H -3.091 -2.348 2.811 0.244
H -2.941 -3.404 4.241 0.334
H -3.691 -4.035 2.818 0.334
H -0.652 -5.437 1.866 0.339
H -2.266 -5.766 2.545 0.297
H -0.896 -5.506 3.629 0.319
H -3.069 2.057 -3.671 0.337
H -4.142 -0.137 -3.004 0.325
C -2.136 1.644 -3.306 -1.064
C -3.168 -0.464 -2.610 -1.006
N -2.384 0.686 -2.268 0.593
H -1.510 2.439 -2.899 0.368
C -2.374 1.095 -0.984 -0.651
O -2.433 0.447 0.027 -0.541
H -3.328 -1.144 -1.775 0.281
H -2.255 2.189 -0.968 0.854
H -1.619 1.137 -4.110 0.375
H -2.644 -0.988 -3.415 0.241
H -2.253 1.990 5.013 0.355
H -3.218 3.755 3.338 0.329
C -1.294 2.140 4.514 -0.980
C -2.221 3.799 2.908 -0.990
N -1.533 2.546 3.132 0.289
H -0.708 1.226 4.553 0.222
C -1.205 1.753 2.114 0.408
O -0.737 0.599 2.321 -0.550
H -2.301 4.006 1.848 0.289
H -1.335 2.157 1.092 -0.168
H -0.776 2.946 5.040 0.341
H -1.707 4.624 3.395 0.333
O 2.255 -1.135 -1.710 -0.578
C 1.233 -1.789 -1.506 -0.007
C 0.878 -2.892 -2.488 -0.622
C -0.522 -3.235 -2.168 -0.464
C -0.814 -2.445 -0.887 0.269
O -1.867 -2.514 -0.274 -0.611
N 0.273 -1.656 -0.538 0.511
H 1.027 -2.545 -3.512 0.296
H 1.561 -3.727 -2.304 0.253
H -1.228 -2.929 -2.938 0.199
H -0.674 -4.300 -2.004 0.268
```

Its orbital gap (alpha / beta) is 6.63 / 6.63 eV. The HOMO energy (alpha / beta) is -6.360 / -6.361 eV. The charge is 0. The value obtained for the LUMO energy (alpha / beta) is 0.27 / 0.27 eV. For the electronic energy, the calculation gives -3992.6659 Ha. The value obtained for the largest force on an atom is 0.089 hartree/bohr.